# 1
Entry from OMol25: a single C4H5NO2S molecule (ωB97M-V/def2-TZVPD).

Values from the calculation:
Relative energy (zero: lowest compared OMol25 entry of this formula, charge and spin): 71.8 kcal/mol
Orbital gap: 8.91 eV
E: -20647.06401 eV

Atoms and positions in Å:
O  1.74301  -1.71028  -0.01676
C  1.19575  -0.47334  0.00808
C  1.85028  0.79550  -0.00013
C  0.86008  1.76216  -0.00144
N  -0.32834  1.12161  0.02400
O  -1.54674  1.75653  0.06717
C  -0.16014  -0.26796  0.04255
S  -1.52458  -1.34660  -0.07834
H  2.69866  -1.63863  0.01712
H  2.90545  1.01015  -0.04343
H  0.89532  2.84734  -0.00552
H  -1.97395  1.54722  -0.79398
H  -1.87988  -1.33983  1.21368


# 2
Entry from OMol25: a single C3H3N3OS molecule in a non-equilibrium geometry (ωB97M-V/def2-TZVPD).

Values from the calculation:
Relative energy (zero: lowest compared OMol25 entry of this formula, charge and spin): 103.6 kcal/mol
Orbital gap: 9.29 eV
E: -20508.88874 eV

Atoms and positions in Å:
H  -1.34628  0.76063  -1.97002
N  -1.59334  0.68672  -0.93284
C  -1.05873  -0.12403  -0.20057
N  -1.05982  0.10840  1.18509
S  0.17145  -1.37090  -0.63595
C  1.63540  -0.65095  -0.08088
O  2.58888  -1.46388  0.17278
C  1.89348  0.83377  -0.29121
N  2.44675  1.86731  -0.18282
H  -1.49356  -1.02762  1.56521
H  -2.18423  0.38055  1.37121


Number 1: LUMO energy 0.0244 Eh. Number 2: LUMO energy -0.0401 Eh.